Record 1
Density functional theory data (ωB97M-V/def2-TZVPD) for 4 unconnected molecules or ions with the total composition C21H16F20O15S3 in a non-equilibrium geometry.

Summary:
* charge: 0
* frontier orbital gap: 9.820 eV
* electronic energy: -139599.231 eV
* LUMO energy: -1.2 eV
* spin multiplicity: 1
* relative energy (zero: lowest compared OMol25 entry of this formula, charge and spin): 0.0 kcal per mole

CARTESIAN COORDINATES (ANGSTROEM)
O  3.5310  -6.4142  -1.8870
C  3.5287  -5.2724  -1.5149
O  4.4257  -4.8113  -0.5692
C  4.3372  -3.4204  -0.7685
O  4.3297  -2.7065  0.1875
C  3.7246  -3.1022  -2.1477
C  3.8130  -1.8177  -2.9962
F  2.8148  -0.9205  -2.8521
F  3.7545  -2.3041  -4.3064
C  5.2699  -1.1724  -2.9483
F  5.5424  -0.6663  -4.1939
F  6.2419  -2.0773  -2.6720
C  5.4099  0.0225  -1.9247
F  4.5717  -0.0614  -0.8860
F  5.3449  1.2216  -2.5505
F  6.6749  -0.0307  -1.3991
C  2.9281  -4.1734  -2.4464
C  1.8355  -4.3800  -3.5005
C  0.6487  -3.3610  -3.1751
C  0.1881  -2.5362  -4.3972
F  1.1016  -1.6247  -4.8568
F  0.0194  -3.4378  -5.4476
C  -1.2032  -1.8240  -4.2516
F  -2.1345  -2.7483  -3.8653
F  -1.5907  -1.4210  -5.5117
C  -1.1990  -0.5198  -3.3786
F  -0.3675  -0.6473  -2.2926
F  -0.6194  0.4550  -4.1506
C  -2.6274  0.0401  -2.9861
F  -3.6040  -0.3514  -3.8484
F  -2.5702  1.4091  -3.1163
C  -3.0726  -0.2288  -1.5041
F  -4.3187  0.3396  -1.3766
F  -2.2925  0.3868  -0.5768
C  -3.2828  -1.7476  -1.1295
F  -3.8375  -1.7581  0.1207
F  -2.1338  -2.4438  -1.0404
F  -4.1983  -2.3352  -1.9244
H  2.1636  -4.3650  -4.5522
H  1.3858  -5.3651  -3.2445
H  0.9344  -2.7057  -2.3298
H  -0.2562  -3.9169  -2.8397
C  -0.8318  2.8264  1.3815
C  -1.4237  3.5015  0.1618
O  -1.9256  4.7525  0.6409
S  -0.9915  5.2685  1.8485
O  -0.0577  6.2012  1.3301
O  -1.8233  5.5592  2.9633
O  -0.2179  3.8814  2.1279
H  -1.6116  2.3770  2.0020
H  -0.0972  2.0673  1.1178
H  -2.2199  2.9172  -0.2927
H  -0.6544  3.7099  -0.5862
C  1.0150  -0.9361  3.6992
C  2.2675  -0.8319  4.5471
O  3.2865  -1.4761  3.7772
S  2.9908  -1.2519  2.2084
O  3.7737  -0.1605  1.7548
O  3.0013  -2.5171  1.5649
O  1.4598  -0.7463  2.3528
H  0.5674  -1.9301  3.7738
H  0.2732  -0.1849  3.9645
H  2.1561  -1.3144  5.5155
H  2.5615  0.2108  4.6926
C  -5.4073  5.6744  5.1387
C  -4.0936  5.0105  5.4938
O  -4.4567  3.8949  6.3153
S  -5.8896  3.3323  5.8391
O  -5.6736  2.2254  4.9747
O  -6.7418  3.2612  6.9708
O  -6.3257  4.5956  4.9373
H  -5.7778  6.2882  5.9635
H  -5.3319  6.2840  4.2406
H  -3.4208  5.6776  6.0280
H  -3.5912  4.6263  4.6037

---

Record 2
Density functional theory data (ωB97M-V/def2-TZVPD) for C21H16F3N5O3S in the gas phase in a non-equilibrium geometry.

Summary:
* charge: 0
* frontier orbital gap: 7.946 eV
* electronic energy: -54615.818 eV
* LUMO energy: 0.0 eV
* spin multiplicity: 1

CARTESIAN COORDINATES (ANGSTROEM)
O  4.6612  0.1763  -3.5096
O  -0.1668  3.5063  -1.0422
F  -2.9911  -1.9732  -0.6740
F  -2.9359  -4.0872  -0.1821
F  -4.7945  -3.2841  -0.1717
N  3.3159  1.6600  -6.4701
N  -0.0012  0.5167  1.9376
O  -2.1685  0.4856  4.8436
S  5.2981  0.9196  -7.9265
C  4.0071  0.9518  -4.1739
C  0.6297  2.6393  -1.0665
C  3.6490  1.5547  -7.7139
C  -1.0039  0.7001  2.8067
C  5.4954  0.6443  -6.1442
C  1.5315  2.6883  -2.2493
C  2.6873  0.6956  -1.3219
C  4.3028  1.1235  -5.6067
C  -1.3925  2.1497  1.1690
C  2.5331  1.7311  -2.3122
C  1.7221  0.6597  -0.3058
C  -0.1862  1.5107  0.9738
C  -4.0627  -3.0878  3.8438
C  -4.1632  -3.3130  2.4191
C  -3.0800  -2.2072  4.3266
C  -2.5730  -1.5606  2.0035
C  -3.4109  -2.5265  1.5429
C  -2.3196  -1.3383  3.4487
N  -1.7209  1.8330  2.4675
N  3.1645  1.7873  -3.5508
N  0.6882  1.6174  -0.1007
C  -3.5223  -2.9396  0.1410
C  -0.0784  -0.8790  4.5477
C  -1.3781  -0.2237  3.9771
H  -2.4405  -0.2933  5.3965
H  3.0485  1.7360  -8.5376
H  6.3034  0.1856  -5.6200
H  1.2076  3.2888  -3.0389
H  3.4845  -0.0141  -1.3259
H  -1.9650  2.9451  0.6183
H  1.6537  -0.1102  0.4462
H  -4.6262  -3.6789  4.4689
H  -4.6341  -4.1674  2.1083
H  -2.7909  -2.2339  5.4281
H  -1.9423  -1.1322  1.2062
H  -2.5933  2.0368  2.9125
H  2.7485  2.5182  -4.1191
H  -0.2422  -1.4592  5.4557
H  0.3027  -1.5920  3.8419
H  0.7496  -0.1599  4.8326

---

Record 3
Density functional theory data (ωB97M-V/def2-TZVPD) for a molecular structure, C21H16FeN3O10S2.

Summary:
* charge: -2
* frontier orbital gap (spin up / spin down): 6.894 / 6.850 eV
* electronic energy: -103046.469 eV
* LUMO energy (spin up / spin down): 4.2 / 4.2 eV
* <S²>: 8.76
* spin multiplicity: 6
* relative energy (zero: lowest compared OMol25 entry of this formula, charge and spin): 0.0 kcal per mole

CARTESIAN COORDINATES (ANGSTROEM)
Fe  0.3055  -0.0989  -0.0114
C  -0.5083  -3.8221  -6.8281
C  -0.6814  -3.6102  -5.3459
C  -0.3058  -2.4113  -4.7544
C  -0.4791  -2.1923  -3.3939
C  -1.0397  -3.1884  -2.6087
C  -1.4321  -4.3912  -3.1857
C  -1.2457  -4.5988  -4.5431
S  -1.2431  -2.9679  -0.8437
O  -2.5385  -3.5582  -0.5759
O  -0.0952  -3.5959  -0.2257
N  -1.2025  -1.4335  -0.5835
C  -2.2971  -0.6409  -1.1583
C  -1.7912  0.7372  -1.6010
O  -2.6075  1.5643  -1.9797
O  -0.4976  0.9045  -1.5326
H  0.3983  -3.3363  -7.1911
H  -1.3497  -3.4040  -7.3870
H  -0.4465  -4.8843  -7.0700
H  0.1396  -1.6308  -5.3620
H  -0.1666  -1.2604  -2.9393
H  -1.8860  -5.1510  -2.5631
H  -1.5455  -5.5416  -4.9896
H  -3.1049  -0.4810  -0.4406
H  -2.7346  -1.1591  -2.0174
O  3.1640  2.7863  0.5192
C  2.7242  1.7505  0.0361
O  1.6888  1.1404  0.4983
C  3.4596  1.1444  -1.1537
C  4.4420  1.9650  -1.7136
C  5.2215  1.5668  -2.7821
C  5.0233  0.2969  -3.3150
C  4.0578  -0.5293  -2.7772
C  3.2518  -0.1372  -1.6922
S  2.0830  -1.3492  -1.1703
H  4.5683  2.9394  -1.2613
H  5.9698  2.2328  -3.1953
H  5.6174  -0.0482  -4.1545
H  3.8909  -1.5155  -3.1934
O  -0.8741  -1.4072  5.6295
C  0.0436  -2.2642  5.2134
O  0.4968  -3.1264  5.9373
C  0.4857  -2.1218  3.8073
C  1.4176  -2.9308  3.1821
N  1.5528  -2.4817  1.9274
N  0.7631  -1.4416  1.6994
C  0.1064  -1.2016  2.8097
C  -0.8566  -0.0598  2.7337
O  -1.5049  0.2394  3.7543
O  -0.9048  0.5051  1.6056
H  -1.1443  -0.7583  4.8974
H  1.9612  -3.7800  3.5577
H  2.0858  -2.8311  1.1417

---

Record 4
Density functional theory data (ωB97M-V/def2-TZVPD) for a molecular structure, C21H16GeN3O2Sn.

Summary:
* charge: +1
* frontier orbital gap: 8.863 eV
* electronic energy: -92943.417 eV
* LUMO energy: -3.5 eV
* spin multiplicity: 1

CARTESIAN COORDINATES (ANGSTROEM)
Sn  -0.0518  -1.7957  2.0507
N  0.7586  0.1088  1.0918
C  1.9453  0.2204  0.7946
N  3.1012  0.3873  0.5623
C  4.1472  0.1575  -0.2066
N  5.0768  -0.0188  -0.8607
O  -0.7005  -2.3500  0.0849
C  0.4604  -2.8151  -0.2168
O  1.3717  -2.7098  0.6735
C  0.7234  -3.4249  -1.5225
C  -0.3447  -3.8374  -2.3161
C  -0.0906  -4.4369  -3.5372
C  1.2207  -4.6043  -3.9662
C  2.2842  -4.1799  -3.1784
C  2.0394  -3.5989  -1.9463
H  -1.3586  -3.6875  -1.9702
H  -0.9117  -4.7719  -4.1561
H  1.4159  -5.0728  -4.9218
H  3.3015  -4.3070  -3.5225
H  2.8577  -3.2796  -1.3141
Ge  -0.5967  1.2990  0.2672
C  0.2048  3.0259  0.3530
C  0.6255  3.6315  -0.8311
C  1.2957  4.8472  -0.7882
C  1.5509  5.4531  0.4328
C  1.1328  4.8557  1.6163
C  0.4610  3.6449  1.5788
C  -2.0776  0.7490  1.3565
C  -2.0170  0.8169  2.7532
C  -3.0977  0.4103  3.5242
C  -4.2473  -0.0602  2.9047
C  -4.3215  -0.1246  1.5194
C  -3.2415  0.2771  0.7459
H  -0.7041  0.7584  -1.1590
H  0.4302  3.1631  -1.7889
H  1.6185  5.3187  -1.7068
H  2.0782  6.3975  0.4649
H  1.3282  5.3371  2.5652
H  0.1290  3.1932  2.5069
H  -1.1334  1.2087  3.2471
H  -3.0461  0.4685  4.6034
H  -5.0910  -0.3749  3.5047
H  -5.2205  -0.4901  1.0413
H  -3.3065  0.2105  -0.3338

---

electronic energy of number 1 (C21H16F20O15S3)?
-139599.231 eV

---

Which value of electronic energy does entry 1 give?
-139599.231 eV

---

Look up the charge of the first one.
0

---

What is the spin multiplicity in the first record?
1